The following is a DFT calculation (ωB97M-V with the def2-TZVPD basis set) of 2 unconnected molecules or ions with the total composition C6H12N2 in a non-equilibrium geometry.

```
20
Properties=species:S:1:pos:R:3:lowdin_charge:R:1
N -1.526 1.086 -0.483 0.07
N 0.367 2.178 0.201 0.01
C -1.116 1.941 0.477 -0.07
C 0.375 -1.887 0.862 -0.19
C -0.553 0.760 -1.314 -0.39
C -0.511 -0.319 -2.435 -0.02
C 0.445 -1.328 2.277 -0.19
C 0.587 1.514 -1.022 -0.12
H -0.028 -1.722 3.202 0.06
H 0.879 -2.816 0.568 0.06
H -1.496 -0.647 -2.705 0.07
H 0.645 3.214 0.139 0.16
H 0.699 -1.014 0.240 0.05
H 0.050 -0.222 2.350 0.09
H -1.471 2.601 1.120 0.05
H 0.256 -0.009 -3.044 0.03
H 0.040 -1.245 -2.004 0.09
H 1.569 1.511 -1.561 0.13
H 1.460 -1.363 2.613 0.04
H -0.672 -2.234 0.519 0.09
```

Orbital gap ... 9.386 eV
E ... -345.232530 a.u.
Relative energy (zero: lowest compared OMol25 entry of this formula, charge and spin) ... 2.594 eV
Total charge ... 0
Largest force on an atom ... 9.7 eV Å⁻¹
SMILES string ... Cc1c[nH]cn1.CC

=====

The following is a DFT calculation (ωB97M-V with the def2-TZVPD basis set) of a single C4H5NO molecule in a non-equilibrium geometry.

```
11
Properties=species:S:1:pos:R:3:lowdin_charge:R:1
O -1.892 1.533 0.053 0.06
N 0.058 0.618 0.933 0.07
C 0.459 -0.957 -0.766 -0.07
C -0.506 -0.068 -1.130 -0.05
C -0.896 0.844 -0.021 -0.50
C 1.013 -0.416 0.552 -0.19
H 2.010 0.029 0.365 0.12
H 1.154 -1.170 1.329 0.11
H -0.568 -1.560 -0.943 0.18
H 0.129 1.221 1.735 0.15
H -0.960 -0.073 -2.107 0.12
```

Orbital gap ... 9.344 eV
E ... -285.305761 a.u.
Relative energy (zero: lowest compared OMol25 entry of this formula, charge and spin) ... 2.961 eV
Total charge ... 0
Largest force on an atom ... 2.1 eV Å⁻¹
SMILES string ... O=C1C=CCN1

=====

The following is a DFT calculation (ωB97M-V with the def2-TZVPD basis set) of a single C4H7N3O molecule in a non-equilibrium geometry.

```
15
Properties=species:S:1:pos:R:3:lowdin_charge:R:1
O -1.373 -0.161 1.957 0.04
N -0.419 -0.056 -1.905 0.10
N 1.999 1.007 0.249 0.17
N -0.988 1.713 -0.536 0.11
C 1.104 0.155 0.266 -0.26
C 0.702 -1.009 1.037 -0.11
C -0.448 0.566 -0.681 -0.47
C -0.842 -0.822 1.061 -0.28
H 0.968 -1.918 0.492 0.12
H 1.866 1.826 -0.347 0.08
H -1.385 -1.555 0.438 0.13
H -0.931 1.990 0.451 0.06
H 1.117 -1.002 2.048 0.13
H -1.061 0.326 -2.591 0.10
H -0.310 -1.058 -1.938 0.09
```

Orbital gap ... 8.693 eV
E ... -396.023297 a.u.
Relative energy (zero: lowest compared OMol25 entry of this formula, charge and spin) ... 3.404 eV
Total charge ... 0
Largest force on an atom ... 4.4 eV Å⁻¹
SMILES string ... [H]/N=C(CC=O)\C(N)=N/[H]